{"formula": "C36H55N4OP2Pb", "method": "ωB97M-V/def2-TZVPD", "charge": 1, "lumo_ev": [-2.647, -2.647], "multiplicity": 1, "e_above_lowest_ev": 0.821, "e_homo_ev": [-8.2, -8.2], "species": ["C", "C", "C", "C", "C", "H", "H", "H", "N", "P", "P", "C", "H", "H", "C", "H", "C", "C", "C", "C", "C", "H", "H", "H", "C", "H", "H", "H", "C", "H", "H", "H", "C", "H", "H", "H", "C", "H", "H", "H", "C", "H", "H", "H", "C", "H", "H", "H", "C", "H", "H", "H", "C", "H", "H", "H", "C", "H", "H", "H", "C", "H", "H", "H", "C", "H", "H", "H", "Pb", "C", "O", "N", "C", "C", "C", "C", "C", "H", "C", "H", "C", "H", "H", "H", "C", "C", "C", "C", "N", "N", "C", "H", "H", "H", "H", "H", "H", "H", "H"], "positions_angstrom": [[-2.516, -1.868, 0.678], [-0.295, -2.624, 1.021], [-3.040, -3.139, 0.907], [-0.801, -3.945, 1.201], [-2.163, -4.189, 1.187], [-4.123, -3.269, 0.833], [-0.099, -4.757, 1.414], [-2.571, -5.191, 1.321], [-1.200, -1.594, 0.791], [-2.875, 0.555, -0.734], [1.836, -0.788, 1.626], [-3.554, -0.804, 0.270], [-4.360, -1.318, -0.290], [-4.035, -0.413, 1.185], [1.124, -2.422, 1.310], [1.821, -3.099, 0.800], [3.701, -0.536, 0.972], [1.802, -1.337, 3.439], [-3.140, -0.079, -2.529], [-3.816, 2.112, -0.206], [3.701, 0.614, -0.055], [3.357, 1.551, 0.407], [4.728, 0.776, -0.427], [3.060, 0.406, -0.921], [4.602, -0.112, 2.139], [4.218, 0.805, 2.608], [4.709, -0.887, 2.906], [5.613, 0.119, 1.770], [4.157, -1.838, 0.310], [5.204, -1.730, -0.024], [4.130, -2.698, 0.995], [3.531, -2.061, -0.569], [2.261, -0.197, 4.344], [1.797, 0.758, 4.057], [1.944, -0.430, 5.369], [3.346, -0.078, 4.349], [0.332, -1.604, 3.809], [-0.299, -0.725, 3.620], [-0.095, -2.473, 3.306], [0.282, -1.807, 4.883], [2.640, -2.627, 3.597], [2.762, -3.237, 2.687], [3.641, -2.417, 3.993], [2.116, -3.274, 4.315], [-3.288, 3.288, -1.051], [-3.800, 4.209, -0.734], [-2.204, 3.441, -0.934], [-3.507, 3.140, -2.117], [-3.534, 2.379, 1.288], [-3.841, 1.550, 1.941], [-2.472, 2.595, 1.482], [-4.091, 3.275, 1.603], [-5.321, 1.956, -0.464], [-5.835, 2.770, 0.070], [-5.555, 2.061, -1.533], [-5.729, 1.004, -0.103], [-2.301, -1.369, -2.617], [-2.220, -1.689, -3.669], [-1.284, -1.173, -2.260], [-2.723, -2.195, -2.032], [-2.479, 0.948, -3.458], [-1.420, 1.087, -3.190], [-2.522, 0.567, -4.488], [-2.975, 1.924, -3.445], [-4.595, -0.352, -2.959], [-5.159, -0.969, -2.246], [-5.168, 0.566, -3.153], [-4.555, -0.915, -3.907], [-0.334, 0.918, 0.709], [-1.028, 1.207, 4.176], [-1.627, 2.142, 3.868], [0.650, -0.216, -1.451], [1.151, -1.109, -2.067], [1.705, -2.292, -2.627], [2.079, -2.096, -3.968], [1.731, -3.625, -2.079], [2.481, -3.160, -4.772], [1.976, -1.070, -4.353], [2.102, -4.694, -2.914], [1.409, -3.840, -1.050], [2.490, -4.468, -4.247], [2.780, -2.943, -5.801], [2.091, -5.728, -2.539], [2.803, -5.297, -4.904], [1.573, 6.371, 1.765], [1.402, 5.244, 0.827], [1.611, 5.151, -0.546], [1.285, 3.836, -0.920], [0.873, 3.148, 0.176], [0.970, 4.035, 1.214], [1.343, 3.241, -2.269], [2.604, 6.749, 1.724], [0.907, 7.204, 1.497], [1.354, 6.076, 2.799], [1.954, 5.941, -1.194], [0.735, 3.756, 2.166], [0.460, 3.528, -2.865], [2.226, 3.617, -2.808], [1.394, 2.145, -2.234]], "mulliken_charge": [-0.01, -1.41, -0.77, -1.01, -0.85, 0.47, 0.55, 0.42, 1.24, 0.62, 0.42, -1.14, 0.39, 0.57, -0.35, 0.79, 2.08, 1.83, 1.74, 1.94, -1.56, 0.29, 0.58, 0.08, -1.86, 0.32, 0.26, 0.53, -1.61, 0.50, 0.22, 0.22, -1.68, 0.13, 0.49, 0.41, -1.57, -0.29, 0.37, 0.74, -1.54, 0.15, 0.35, 0.41, -1.75, 0.51, 0.09, 0.32, -1.53, 0.24, 0.07, 0.64, -1.66, 0.51, 0.32, 0.24, -1.59, 0.68, -0.15, 0.23, -1.58, 0.10, 0.52, 0.31, -1.57, 0.24, 0.35, 0.47, 1.60, 0.20, -0.16, 0.23, -0.21, 0.46, -0.80, 0.29, -0.67, 0.41, -0.93, 0.38, -0.40, 0.39, 0.43, 0.39, -1.27, 0.56, -1.14, 0.14, 0.43, 0.07, -0.86, 0.32, 0.31, 0.30, 0.47, 0.06, 0.28, 0.40, -0.10]}

---

{"formula": "C36H55N6O11PSSiW", "method": "ωB97M-V/def2-TZVPD", "charge": 2, "lumo_ev": [-6.545, -6.544], "multiplicity": 1, "e_above_lowest_ev": 0.562, "e_homo_ev": [-13.1, -13.1], "species": ["W", "C", "C", "C", "C", "N", "C", "C", "C", "C", "C", "C", "C", "H", "H", "H", "H", "H", "H", "H", "H", "C", "C", "C", "C", "O", "Si", "S", "O", "C", "C", "C", "C", "O", "C", "C", "C", "C", "H", "H", "H", "H", "H", "H", "H", "H", "H", "H", "H", "H", "H", "H", "H", "H", "H", "H", "H", "H", "H", "H", "H", "H", "H", "H", "H", "C", "C", "N", "C", "C", "N", "H", "H", "H", "H", "H", "H", "N", "C", "P", "O", "O", "C", "N", "H", "H", "H", "H", "H", "H", "H", "H", "H", "H", "O", "C", "O", "C", "C", "C", "C", "C", "C", "N", "O", "O", "H", "H", "H", "H", "O", "O"], "positions_angstrom": [[0.016, 0.337, 0.442], [2.936, -3.087, 0.333], [3.586, -3.037, 1.563], [3.266, -2.030, 2.448], [2.302, -1.088, 2.099], [1.660, -1.168, 0.929], [1.977, -2.140, 0.062], [1.916, 0.072, 2.904], [2.520, 0.345, 4.132], [2.178, 1.478, 4.845], [1.212, 2.336, 4.333], [0.592, 2.038, 3.131], [0.921, 0.908, 2.369], [3.137, -3.870, -0.385], [4.331, -3.777, 1.825], [3.766, -1.967, 3.402], [1.421, -2.157, -0.864], [3.270, -0.323, 4.534], [2.656, 1.691, 5.792], [0.939, 3.236, 4.868], [-0.187, 2.705, 2.789], [1.154, -2.018, -3.644], [-0.144, -1.258, -3.389], [-1.293, -1.877, -4.168], [-0.003, 0.210, -3.748], [-0.409, -1.315, -1.950], [-1.300, -2.459, -1.165], [-1.141, -1.674, 0.845], [-0.453, -3.829, -1.318], [-0.808, -5.214, -1.038], [0.511, -5.968, -1.003], [-1.696, -5.722, -2.164], [-1.508, -5.293, 0.310], [-2.822, -2.686, -1.589], [-4.178, -2.240, -1.297], [-4.996, -2.628, -2.516], [-4.198, -0.739, -1.080], [-4.657, -2.984, -0.060], [1.428, -1.960, -4.698], [1.059, -3.065, -3.359], [1.965, -1.576, -3.052], [-1.104, -1.768, -5.236], [-2.228, -1.370, -3.931], [-1.403, -2.941, -3.951], [0.281, 0.303, -4.797], [0.751, 0.693, -3.126], [-0.941, 0.741, -3.589], [1.051, -5.828, -1.940], [0.334, -7.035, -0.867], [1.129, -5.614, -0.176], [-1.170, -5.664, -3.119], [-2.609, -5.132, -2.229], [-1.965, -6.763, -1.986], [-0.878, -4.868, 1.093], [-1.716, -6.333, 0.563], [-2.460, -4.758, 0.288], [-4.650, -2.090, -3.399], [-6.047, -2.385, -2.356], [-4.914, -3.698, -2.704], [-3.783, -0.213, -1.939], [-3.622, -0.462, -0.195], [-5.226, -0.404, -0.937], [-4.649, -4.061, -0.232], [-5.678, -2.686, 0.180], [-4.022, -2.755, 0.798], [-1.550, -0.224, 3.907], [-2.095, 0.742, 2.916], [-1.656, 1.094, 1.703], [-2.475, 2.117, 1.246], [-3.402, 2.389, 2.190], [-3.150, 1.513, 3.219], [-1.069, -1.073, 3.436], [-2.354, -0.594, 4.541], [-0.815, 0.278, 4.539], [-2.382, 2.542, 0.263], [-4.219, 3.086, 2.205], [-3.672, 1.444, 4.078], [4.687, -0.475, -2.206], [3.742, 0.671, -2.443], [3.117, 1.114, -0.750], [4.050, 0.374, 0.151], [1.617, 0.755, -0.771], [3.347, 2.902, -0.547], [3.086, 3.253, 0.855], [5.589, -0.351, -2.664], [4.293, -1.364, -2.516], [4.807, -0.502, -1.155], [2.945, 0.360, -3.113], [4.288, 1.494, -2.900], [2.657, 3.435, -1.204], [4.369, 3.129, -0.869], [3.357, 4.216, 1.034], [3.626, 2.664, 1.483], [1.343, 3.042, 0.930], [-0.212, 3.704, -1.488], [0.127, 3.906, -0.362], [0.454, 2.855, 0.476], [0.236, 5.253, 0.262], [0.049, 6.375, -0.546], [0.116, 7.646, 0.000], [0.362, 7.815, 1.356], [0.543, 6.688, 2.136], [0.487, 5.411, 1.619], [0.797, 6.836, 3.585], [0.957, 5.811, 4.225], [0.776, 7.951, 4.044], [-0.159, 6.232, -1.598], [-0.029, 8.513, -0.629], [0.412, 8.795, 1.809], [0.632, 4.575, 2.285], [-1.107, 1.015, -0.772], [-1.928, 1.479, -1.635]], "mulliken_charge": [0.79, -1.09, -1.29, -1.14, 0.71, 1.28, -0.39, 0.44, -0.79, -1.40, -1.39, 0.12, 1.67, 0.74, 0.50, 0.56, 0.16, 0.44, 0.44, 0.45, 0.66, -1.42, 2.03, -1.76, -1.63, 0.43, -2.01, -0.73, 0.48, 1.81, -1.72, -1.45, -1.36, 1.27, 1.90, -1.67, -1.40, -1.70, 0.68, 0.04, -0.10, 0.60, 0.26, 0.29, 0.52, 0.16, 0.29, 0.30, 0.49, 0.30, 0.29, 0.09, 0.56, 0.25, 0.60, 0.08, 0.35, 0.43, 0.33, 0.28, -0.03, 0.67, 0.35, 0.52, 0.24, -1.48, 0.39, 1.30, -0.58, -1.11, 0.09, 0.10, 0.61, 0.20, 0.38, 0.47, 0.21, -0.11, -1.29, 1.38, -1.06, -0.27, -0.90, -0.54, 0.40, 0.31, 0.37, 0.26, 0.56, 0.30, 0.65, 0.31, 0.21, -0.40, -0.50, -0.32, 1.92, 0.66, -0.92, -0.70, -0.50, -0.49, 0.05, 1.03, -0.58, -0.60, 0.55, 0.45, 0.54, 0.27, -0.26, -0.70]}